# 1
The following is a quantum chemistry calculation of a cluster of 7 separate species, C45H36Cl12F13N4S in total, from the OMol25 dataset.

Output
Spin multiplicity: 1
Charge: +1
HOMO (eV): -10.73
Kohn-Sham gap (eV): 7.3

Atoms and positions in Å:
C -1.18478 -2.36469 2.33014
Cl 3.49894 2.28915 -4.05204
C -0.67785 5.15521 -6.08255
S -1.07250 -0.83395 7.69358
C 1.30595 -2.04945 2.45686
C -0.94830 4.53043 -4.87453
H 1.17708 -3.10899 2.68870
C 0.78412 -1.00921 7.38269
C 4.41530 2.71681 2.11412
C -2.22642 3.68666 -7.18535
H 0.71547 1.22285 -5.09345
F 0.37095 -3.18959 5.09016
F 2.06785 -4.17949 5.87042
C -2.13127 -1.34013 -4.63627
H 4.25647 3.34542 2.97991
H -2.31838 -0.57819 2.61549
C 1.53228 -2.97053 5.72917
H -1.39566 -2.57255 3.37424
C -5.28491 -6.20526 3.60373
F 3.37080 -1.40064 5.36502
H 5.70771 0.34690 -8.80499
H -0.51100 0.37088 -7.06669
H 1.14558 -0.19213 -0.49496
C -1.43636 -0.86498 -3.53266
H -1.09691 5.20395 -8.18681
C 5.27712 0.72308 -7.88675
H -0.44793 4.86002 -3.97345
C 4.82021 1.10811 -0.11549
F 3.14849 -3.07556 4.03344
C 5.87387 1.38561 0.74361
H 2.38082 2.85308 1.46050
H 6.94287 0.12514 -6.67048
H 6.49803 2.39870 2.52258
C 1.34891 -2.44516 7.17635
H 0.98504 -1.93162 -0.69433
H 0.03267 5.97007 -6.12274
H -1.82224 4.86287 -1.55580
C -4.95029 -7.93405 1.46277
Cl 2.20692 1.31415 -0.88745
H -3.44856 8.03445 0.80460
N 0.71867 -1.09753 -0.18771
H -2.33268 -1.26405 -6.76907
C -2.71101 6.49787 -0.50014
H -2.18176 7.23200 2.75793
F -1.40368 -2.12620 6.85062
H 3.49208 1.42751 -8.83879
H 2.39078 -0.49110 3.47444
Cl -2.32229 -7.45276 1.20757
C -1.31317 4.72653 -7.24033
C 4.16757 1.68332 -5.53384
C 5.96935 0.59654 -6.68803
H 0.80371 -0.84830 4.17172
H 6.85421 0.97520 0.54481
N -1.36613 -3.53938 1.48758
C -0.18137 -1.13781 0.76909
H -4.82133 -8.60832 0.62739
C -2.50089 3.06182 -5.97697
H -3.26345 6.84894 -1.36154
Cl -0.41510 5.07268 3.10454
C -6.36731 -6.91591 3.11377
F 1.12299 -0.17492 6.43009
N -0.01377 -1.55273 2.02259
C -1.89999 5.38116 -0.60904
C 3.36146 2.43984 1.26011
Cl 5.11804 0.10509 -1.48907
C 1.70212 -1.29328 3.74540
C -6.19979 -7.78025 2.04008
H -1.77343 -4.30223 2.03081
Cl -3.42024 -2.47970 -4.47801
F 1.37148 -0.52362 8.45147
Cl -3.64588 1.76826 -5.96173
C 4.03212 1.33074 -7.90686
C -1.79447 -0.89426 -5.90699
C -0.08101 0.50267 -4.96926
C -1.85490 3.47847 -4.82152
C -3.86393 -7.22516 1.95472
H -5.41576 -5.53101 4.43938
H -7.04376 -8.33504 1.65293
F -0.80552 0.51588 8.47137
H 5.95495 0.98208 -4.58055
C 3.47876 1.80974 -6.72956
C -2.81370 7.16326 0.71420
H 2.05759 -2.00563 1.67542
H -2.03590 -3.33720 0.75514
N -1.56011 -0.71002 0.66760
Cl 1.92277 2.55331 -6.76201
F 0.69975 -3.37479 7.85889
H -3.25822 -1.73021 1.65184
Cl -1.79406 -1.37872 -1.91626
C 2.45892 -2.17197 4.75739
F -1.22261 0.03822 6.36125
C 5.41413 1.07689 -5.51257
F -2.61387 -0.64309 7.93159
Cl -2.14462 2.70766 -3.29896
C -0.41464 0.05610 -3.70382
C -0.77061 0.02523 -6.07410
C -2.26158 -1.34319 1.82811
Cl -0.19540 3.52043 0.30309
F -0.97902 -1.60661 9.04649
C 5.67291 2.18694 1.85604
H -7.34116 -6.79596 3.56881
C 3.56484 1.63570 0.14821
F 2.56674 -2.45446 7.71736
H 0.12553 0.43095 -2.84361
C -2.10203 6.71167 1.81337
C -1.28736 5.59353 1.70501
C -1.18946 4.92712 0.49274
H -2.72318 3.35753 -8.08788
C -4.03474 -6.35921 3.02392
H -1.48754 0.25065 1.01286
Cl -2.70909 -5.44429 3.66915

These are the Löwdin partial charges, in e, on atoms 1 to 6: -0.3190 0.6582 -0.0894 0.7641 -0.0834 -0.1064

# 2
The following is a quantum chemistry calculation of a structure of composition C38H25FHfI2N2O4, from the OMol25 dataset.

Output
Spin multiplicity: 1
HOMO (eV): -5.29
Kohn-Sham gap (eV): 3.9
Energy relative to the best compared isomer or geometry (same formula, charge and spin) (kcal/mol): 19.3

Atoms and positions in Å:
H 6.08316 -3.65856 1.05163
C -0.77963 5.41014 4.30903
H 6.69027 -3.11220 -1.89730
C -2.81497 6.83408 -0.21636
C 3.96213 -2.53035 0.41388
H 3.40410 1.78648 -1.55139
C -2.93796 3.01729 -1.68568
C 2.80370 -1.82340 0.21785
C -0.73752 2.68039 1.78730
C -1.72888 2.31350 -1.72756
C 4.28883 1.20624 -1.33549
C 6.68925 0.95289 -1.29401
F 5.69035 2.89617 -2.13527
C -4.05819 2.40239 -1.20113
H -0.81608 2.80926 -2.03363
C 6.33844 -2.97623 0.24107
H 7.43212 -4.40685 -0.94515
H 0.00003 2.42002 6.60867
H -3.26418 7.57625 -0.86400
H -0.48650 2.04299 4.22925
H -1.26630 6.31031 -1.60542
C 5.54068 1.68152 -1.59051
H 8.40191 -2.80011 0.79072
I -6.94907 1.18253 0.04514
C -1.69956 6.11915 -0.62967
C -0.21714 3.26549 5.96656
C -5.06209 0.32268 -0.20682
C 7.84141 -1.08124 -0.39686
H -0.51958 6.62747 6.04649
C -4.87340 -0.96276 0.20777
H -5.68555 -1.51297 0.66248
C -2.76031 5.65258 1.88496
C -3.99655 1.06162 -0.78066
C -0.48986 1.54542 1.30239
C -3.34051 6.59267 1.04787
H -4.99027 2.94498 -1.11842
H 7.33418 -1.66873 1.61365
C -1.03821 3.88187 2.34349
H 7.65489 1.39810 -1.49856
H -2.95720 4.05288 -1.98280
C 2.85739 -0.58922 -0.46340
C 6.59881 -0.30003 -0.73657
C -1.12152 5.17348 0.20616
H -0.24024 4.62755 -0.10899
H -4.21285 7.14083 1.38339
Hf -0.07232 -0.09232 0.11567
H 3.91078 -3.51432 0.86353
O 1.81436 0.09218 -0.80475
I -3.34854 -3.54995 0.70621
C -0.51365 5.61746 5.65356
C 5.31788 -0.82361 -0.47222
H 5.68985 -4.41029 -1.24190
O 1.37500 -3.59455 0.86293
C 1.54328 -2.40148 0.83198
C -0.49012 3.05038 4.62694
H -0.97534 6.26256 3.67098
C -0.23047 4.55070 6.49435
C -3.62913 -1.59756 0.06009
O -1.35985 -1.47116 -0.68611
H -0.02375 4.71619 7.54413
C 7.54409 -2.14280 0.65217
H 8.60977 -0.39745 -0.03605
C -2.56231 -0.94151 -0.51596
C 4.16659 -0.06651 -0.75915
C -1.63840 4.91868 1.48036
C 6.55088 -3.77272 -1.04107
N -1.62290 1.05545 -1.36510
N 5.17102 -2.08271 0.08548
H 8.24072 -1.54630 -1.30184
C -2.74836 0.41850 -0.91919
C -0.77998 4.11821 3.76032
O 0.76609 -1.48244 1.35563
H -3.18416 5.46737 2.86436

These are the Löwdin partial charges, in e, on atoms 1 to 6: 0.1487 -0.0501 0.0873 -0.1134 0.0564 0.1396

# 3
The following is a quantum chemistry calculation of a structure of composition C5H12N2O, from the OMol25 dataset.

Output
Spin multiplicity: 1
HOMO (eV): -8.38
Kohn-Sham gap (eV): 8.9
Energy relative to the best compared isomer or geometry (same formula, charge and spin) (kcal/mol): 231.1

Atoms and positions in Å:
H 0.55405 -0.73997 1.97805
H -2.32834 0.04868 -1.57756
H 1.44711 -2.03453 -0.32111
H 0.77223 2.20915 -1.01147
C 0.66179 0.22933 0.15035
H 0.05763 -0.23919 -2.10182
H 1.56632 2.18514 0.64680
C 1.31677 1.62154 -0.21504
N -1.36542 -0.83908 1.09864
C 0.39713 -0.61648 -1.03345
H -2.35477 -1.47556 0.33875
H -1.42810 1.81957 -0.71331
H 2.24099 -0.33901 1.33402
H -0.45453 -1.84022 1.39344
N 1.25415 -0.50903 1.18391
C -0.76716 -0.10355 -0.11962
O 0.69988 -1.97619 -1.04539
C -1.86625 0.78903 -0.37219
H 2.38692 1.06319 -0.22757
H -2.79039 0.74721 0.61460

These are the Löwdin partial charges, in e, on atoms 1 to 6: 0.1061 0.1818 0.1364 0.0929 -0.5403 0.1809

# 4
The following is a quantum chemistry calculation of the molecule C21H24ClNO4S, from the OMol25 dataset.

Output
Spin multiplicity: 1
HOMO (eV): -8.65
Kohn-Sham gap (eV): 9.3
Energy relative to the best compared isomer or geometry (same formula, charge and spin) (kcal/mol): 17.9

Atoms and positions in Å:
C -3.38788 1.21350 -0.70480
H -2.15304 -3.59301 1.11742
H 0.83644 0.47132 -1.48888
H 3.91708 2.09636 -1.63401
H -3.11349 -3.22712 -0.32843
H -0.28368 1.95731 0.42723
N 1.83871 0.25682 1.12606
C 4.50758 1.50378 -0.95044
H -4.34956 -0.58850 -1.28619
H -6.65135 2.16648 1.05039
C 0.52861 -0.39421 -0.89811
C 6.56685 0.41936 -0.41094
C 1.62160 -0.76147 0.11820
C -5.73164 1.89904 0.55163
H 6.23919 1.52102 -2.21580
H 1.33339 -1.68096 0.63659
C -5.63608 0.68656 -0.11290
H 0.29937 -0.35807 2.34682
C 2.54183 1.43010 0.62831
C -4.45575 0.33936 -0.74744
C 5.81228 1.18368 -1.28441
H -2.62761 3.09888 -0.07520
Cl 8.19750 0.01163 -0.82098
H 6.62957 -0.62175 1.45813
O -1.25664 -2.33777 -0.25225
H 0.35247 -1.22258 -1.58286
S -1.84613 0.73860 -1.49341
H 4.29365 -0.03526 2.03592
H -6.47851 0.01230 -0.13442
H 2.56483 -0.94125 -0.40096
O -2.55008 -1.03461 1.02444
H -0.52511 -4.87424 -0.30014
C -0.53675 1.00799 0.90274
C -4.65756 2.77473 0.57350
H 2.04166 1.90976 -0.22616
C 6.03080 -0.02518 0.78785
C -1.60419 -1.17745 0.28277
C -1.52839 -4.67177 -0.66531
H -1.45074 1.13363 1.48611
C -2.10436 -3.45434 0.03137
H -4.74086 3.72309 1.08247
H 0.80659 1.32293 2.57521
C -0.75891 -0.03017 -0.18140
O -1.16570 1.93032 -1.93250
C 4.72925 0.30754 1.11043
C -3.47401 2.43116 -0.05824
C 3.95436 1.07461 0.24769
C 0.60935 0.55355 1.82527
H -2.15824 -5.53535 -0.47305
H -1.47994 -4.49585 -1.73622
O -2.12091 -0.27238 -2.47749
H 2.57415 2.15790 1.44637

These are the Löwdin partial charges, in e, on atoms 1 to 6: -0.2735 0.1307 0.1177 0.1148 0.1303 0.1169

The LUMO level results, record by record, are as follows: -3.4, -1.4, 0.5, 0.6 eV.